Entry 1:
This record from the Open Molecules 2025 dataset describes C55H38BiF5N6O4P2S3Se2 as an isolated structure. The level of theory is ωB97M-V with the def2-TZVPD basis set.

Kohn-Sham gap, eV: 5.9

```
! wB97M-V def2-TZVPD RIJCOSX def2/J DEFGRID3
* xyz -2 1
Bi -0.469 -1.170 -1.023
O -1.736 0.088 -2.137
C -3.093 -0.075 -2.412
C -3.697 1.233 -2.896
C -4.697 1.091 -3.744
C -5.947 -0.844 -2.769
C -5.245 -0.853 -1.449
C -3.955 -0.592 -1.249
C -3.444 -0.853 0.102
N -2.215 -1.214 0.391
C -1.976 -1.505 1.809
C -0.768 -2.443 2.054
N -0.234 -2.902 0.788
C 0.465 -3.941 0.616
C 0.882 -4.403 -0.708
C 1.964 -5.293 -0.792
C 2.373 -5.833 -1.988
C 1.641 -5.522 -3.147
C 0.549 -4.688 -3.095
C 0.139 -4.062 -1.887
O -0.892 -3.264 -1.894
H -3.302 2.161 -2.493
H -5.290 1.894 -4.174
H -6.206 -1.879 -2.996
H -5.840 -1.199 -0.603
H -4.211 -1.160 0.810
H -2.879 -1.949 2.238
H -1.793 -0.554 2.316
H -1.067 -3.280 2.691
H 0.003 -1.882 2.590
H 0.758 -4.568 1.470
H 2.498 -5.542 0.123
H 3.232 -6.494 -2.034
H 1.941 -5.949 -4.098
H -0.028 -4.453 -3.983
Se 3.188 4.960 1.654
P 3.594 2.920 1.988
C 3.854 2.601 3.779
C 2.820 2.898 4.675
C 2.993 2.688 6.034
C 4.202 2.209 6.523
C 5.248 1.963 5.649
C 5.077 2.162 4.282
C 5.145 2.352 1.231
C 5.498 1.006 1.298
C 6.704 0.572 0.767
C 7.569 1.489 0.180
C 7.223 2.832 0.121
C 6.008 3.265 0.642
C 2.287 1.773 1.458
C 1.884 1.066 0.307
N 0.694 0.479 0.641
N 0.388 0.806 1.887
N 1.322 1.577 2.388
P 2.761 0.580 -1.204
Se 1.720 0.134 -3.007
C 3.678 -0.902 -0.679
C 3.401 -1.518 0.538
C 4.043 -2.703 0.882
C 4.959 -3.279 0.013
C 5.206 -2.690 -1.221
C 4.555 -1.518 -1.573
C 3.862 1.968 -1.587
C 5.120 1.789 -2.155
C 5.816 2.879 -2.652
C 5.259 4.150 -2.587
C 4.008 4.332 -2.016
C 3.303 3.243 -1.524
H 1.884 3.281 4.302
H 2.176 2.900 6.714
H 4.331 2.038 7.585
H 6.203 1.614 6.024
H 5.907 1.978 3.615
H 4.828 0.297 1.771
H 6.965 -0.480 0.813
H 8.513 1.152 -0.234
H 7.893 3.546 -0.343
H 5.713 4.307 0.591
H 2.685 -1.077 1.224
H 3.819 -3.176 1.831
H 5.460 -4.201 0.285
H 5.891 -3.158 -1.918
H 4.690 -1.096 -2.563
H 5.566 0.803 -2.195
H 6.796 2.736 -3.093
H 5.802 5.001 -2.983
H 3.573 5.321 -1.950
H 2.319 3.386 -1.095
F -5.977 -0.255 6.358
C -5.460 0.140 5.187
C -6.166 -0.020 4.018
F -7.388 -0.569 4.062
C -5.621 0.389 2.816
F -6.368 0.210 1.722
C -4.365 0.988 2.706
S -3.707 1.517 1.192
C -3.679 1.120 3.923
F -2.462 1.658 3.946
C -4.206 0.713 5.132
F -3.508 0.862 6.269
O -7.871 -0.784 -6.546
S -7.195 -1.123 -5.309
O -7.318 -2.520 -4.911
N -5.757 -0.518 -5.284
C -5.103 -0.354 -4.016
S -3.440 -1.226 -3.845
C -7.232 -0.059 -2.811
C -7.620 0.868 -1.856
C -8.762 1.639 -2.057
C -9.503 1.510 -3.225
C -9.098 0.613 -4.211
C -7.980 -0.176 -3.995
H -7.017 1.007 -0.960
H -9.058 2.363 -1.306
H -10.383 2.125 -3.381
H -9.622 0.522 -5.157
*
```

Mulliken atomic charge list, values in e, 99 entries: atom 1 (Bi): 2.166, atom 2 (O): -0.702, atom 3 (C): 1.913, atom 4 (C): -1.368, atom 5 (C): -0.775, atom 6 (C): 0.209, atom 7 (C): -1.330, atom 8 (C): 0.369, atom 9 (C): -1.434, atom 10 (N): 0.185, atom 11 (C): -0.332, atom 12 (C): -1.329, atom 13 (N): 0.345, atom 14 (C): -0.570, atom 15 (C): 0.653, atom 16 (C): -0.440, atom 17 (C): -0.740, atom 18 (C): -0.400, atom 19 (C): -0.658, atom 20 (C): 0.362, atom 21 (O): -0.932, atom 22 (H): 0.387, atom 23 (H): 0.406, atom 24 (H): 0.634, atom 25 (H): 0.517, atom 26 (H): 0.527, atom 27 (H): 0.721, atom 28 (H): -0.144, atom 29 (H): 0.482, atom 30 (H): 0.342, atom 31 (H): 0.299, atom 32 (H): 0.317, atom 33 (H): 0.393, atom 34 (H): 0.373, atom 35 (H): 0.464, atom 36 (Se): -0.422, atom 37 (P): 0.531, atom 38 (C): 0.684, atom 39 (C): -0.460, atom 40 (C): -0.742, atom 41 (C): -0.407, atom 42 (C): -0.699, atom 43 (C): -0.187, atom 44 (C): 0.424, atom 45 (C): -0.286, atom 46 (C): -0.782, atom 47 (C): -0.787, atom 48 (C): -0.642, atom 49 (C): -0.799, atom 50 (C): 0.220, atom 51 (C): -0.461, atom 52 (N): 0.472, atom 53 (N): -0.432, atom 54 (N): -0.661, atom 55 (P): -0.192, atom 56 (Se): -0.422, atom 57 (C): 1.127, atom 58 (C): 0.069, atom 59 (C): -0.901, atom 60 (C): -0.539, atom 61 (C): -1.289, atom 62 (C): -0.600, atom 63 (C): 0.508, atom 64 (C): -0.205, atom 65 (C): -0.690, atom 66 (C): -0.582, atom 67 (C): -0.681, atom 68 (C): -0.305, atom 69 (H): 0.424, atom 70 (H): 0.389, atom 71 (H): 0.361, atom 72 (H): 0.391, atom 73 (H): 0.326, atom 74 (H): 0.878, atom 75 (H): 0.428, atom 76 (H): 0.373, atom 77 (H): 0.422, atom 78 (H): 0.324, atom 79 (H): 0.435, atom 80 (H): 0.480, atom 81 (H): 0.402, atom 82 (H): 0.449, atom 83 (H): 0.584, atom 84 (H): 0.191, atom 85 (H): 0.440, atom 86 (H): 0.372, atom 87 (H): 0.453, atom 88 (H): 0.503, atom 89 (F): -0.339, atom 90 (C): 0.751, atom 91 (C): -0.239, atom 92 (F): -0.333, atom 93 (C): -0.024, atom 94 (F): -0.288, atom 95 (C): 0.475, atom 96 (S): -0.293, atom 97 (C): 0.310, atom 98 (F): -0.372, atom 99 (C): 0.112


Entry 2:
This record from the Open Molecules 2025 dataset describes C55H39F4N7SeZr as an isolated structure. The level of theory is ωB97M-V with the def2-TZVPD basis set.

Kohn-Sham gap, eV: 5.4

```
! wB97M-V def2-TZVPD RIJCOSX def2/J DEFGRID3
* xyz 0 1
Zr -0.058 -0.053 -0.373
C -5.650 3.392 -4.090
C -5.157 2.097 -4.181
C -4.178 1.663 -3.299
C -3.671 2.519 -2.321
C -4.177 3.814 -2.234
C -5.160 4.247 -3.113
C -2.634 2.000 -1.390
C -1.388 2.605 -1.298
C -1.031 3.889 -1.835
C 0.138 4.251 -1.251
C 0.550 3.158 -0.411
N -0.377 2.154 -0.473
C 1.754 3.108 0.294
C 2.264 1.953 0.868
C 3.565 1.847 1.461
C 3.796 0.531 1.686
C 2.603 -0.178 1.303
C 2.323 -1.538 1.553
C 3.349 -2.607 1.496
C 2.997 -3.952 1.700
C 3.922 -4.975 1.573
C 5.229 -4.700 1.202
C 5.587 -3.388 0.936
C 4.661 -2.366 1.062
C 0.996 -1.829 1.978
N -0.118 -1.165 1.557
C -1.144 -1.534 2.410
C -2.468 -1.139 2.291
C -3.442 -1.642 3.309
C -3.841 -0.805 4.349
C -4.727 -1.259 5.318
C -5.225 -2.554 5.255
C -4.834 -3.391 4.219
C -3.946 -2.937 3.251
C -2.946 -0.327 1.266
C -4.325 -0.010 1.040
C -4.377 0.780 -0.065
C -3.024 0.987 -0.490
N -2.172 0.276 0.309
C -0.635 -2.425 3.403
C 0.676 -2.642 3.114
N 1.667 0.716 0.847
C 2.582 4.350 0.340
C 2.232 5.391 1.194
C 2.982 6.559 1.222
C 4.087 6.698 0.392
C 4.441 5.661 -0.461
C 3.694 4.492 -0.487
H -6.416 3.730 -4.777
H -5.532 1.423 -4.941
H -3.780 0.657 -3.373
H -3.819 4.475 -1.453
H -5.548 5.255 -3.031
H -1.602 4.444 -2.562
H 0.684 5.173 -1.387
H 4.220 2.680 1.667
H 4.651 0.101 2.180
H 1.980 -4.216 1.942
H 3.608 -5.998 1.742
H 5.943 -5.502 1.067
H 6.588 -3.156 0.594
H 4.959 -1.373 0.768
H -3.451 0.206 4.394
H -5.026 -0.598 6.123
H -5.913 -2.909 6.012
H -5.220 -4.402 4.161
H -3.640 -3.597 2.447
H -5.143 -0.334 1.666
H -5.245 1.240 -0.515
H -1.206 -2.828 4.226
H 1.388 -3.210 3.691
H 1.366 5.284 1.838
H 2.704 7.364 1.891
H 4.671 7.609 0.411
H 5.298 5.766 -1.116
H 3.964 3.682 -1.156
C -2.054 -3.281 -0.119
N -1.595 -2.347 -1.155
C -2.744 -2.048 -2.016
C -0.551 -3.010 -1.950
C 0.779 -3.006 -1.229
N 1.300 -1.639 -1.171
C 2.529 -1.351 -1.694
C 2.842 -0.002 -1.932
F 1.844 0.894 -1.731
C 4.045 0.469 -2.385
F 4.200 1.790 -2.562
C 5.077 -0.397 -2.676
C 4.809 -1.735 -2.483
F 5.774 -2.634 -2.720
C 3.598 -2.208 -2.020
F 3.515 -3.539 -1.833
H -2.379 -4.226 -0.575
H -2.897 -2.846 0.410
H -1.265 -3.496 0.601
H -3.145 -2.970 -2.456
H -2.441 -1.377 -2.814
H -3.529 -1.571 -1.427
H -0.431 -2.465 -2.883
H -0.853 -4.039 -2.193
H 1.439 -3.681 -1.753
H 0.659 -3.399 -0.214
H 6.036 -0.048 -3.033
Se 0.423 0.968 -5.006
C -0.214 0.440 -3.474
N -0.648 0.068 -2.443
*
```

Mulliken atomic charge list, values in e, 99 entries: atom 1 (Zr): -1.293, atom 2 (C): -0.424, atom 3 (C): -0.917, atom 4 (C): 0.276, atom 5 (C): -0.935, atom 6 (C): -0.140, atom 7 (C): -0.883, atom 8 (C): 1.161, atom 9 (C): 0.676, atom 10 (C): -1.274, atom 11 (C): -1.693, atom 12 (C): 0.553, atom 13 (N): 0.499, atom 14 (C): 1.430, atom 15 (C): 0.247, atom 16 (C): -1.378, atom 17 (C): -1.771, atom 18 (C): 0.737, atom 19 (C): 0.627, atom 20 (C): 1.045, atom 21 (C): -0.278, atom 22 (C): -1.326, atom 23 (C): -0.511, atom 24 (C): -1.203, atom 25 (C): -0.315, atom 26 (C): 0.282, atom 27 (N): 1.371, atom 28 (C): -0.381, atom 29 (C): 1.580, atom 30 (C): -0.402, atom 31 (C): 0.135, atom 32 (C): -0.827, atom 33 (C): -0.452, atom 34 (C): -0.916, atom 35 (C): 0.430, atom 36 (C): -0.144, atom 37 (C): -1.871, atom 38 (C): -1.591, atom 39 (C): 0.217, atom 40 (N): 0.549, atom 41 (C): -1.610, atom 42 (C): -1.647, atom 43 (N): 0.780, atom 44 (C): -0.879, atom 45 (C): -0.012, atom 46 (C): -0.818, atom 47 (C): -0.405, atom 48 (C): -0.951, atom 49 (C): 0.250, atom 50 (H): 0.386, atom 51 (H): 0.420, atom 52 (H): 0.348, atom 53 (H): 0.553, atom 54 (H): 0.392, atom 55 (H): 0.744, atom 56 (H): 0.554, atom 57 (H): 0.653, atom 58 (H): 0.850, atom 59 (H): 0.488, atom 60 (H): 0.406, atom 61 (H): 0.397, atom 62 (H): 0.425, atom 63 (H): 0.483, atom 64 (H): 0.463, atom 65 (H): 0.395, atom 66 (H): 0.382, atom 67 (H): 0.407, atom 68 (H): 0.381, atom 69 (H): 0.579, atom 70 (H): 0.568, atom 71 (H): 0.631, atom 72 (H): 0.800, atom 73 (H): 0.475, atom 74 (H): 0.380, atom 75 (H): 0.379, atom 76 (H): 0.415, atom 77 (H): 0.542, atom 78 (C): -1.672, atom 79 (N): 1.486, atom 80 (C): -1.559, atom 81 (C): -1.442, atom 82 (C): -0.779, atom 83 (N): 0.894, atom 84 (C): 1.320, atom 85 (C): -0.931, atom 86 (F): 0.355, atom 87 (C): 0.138, atom 88 (F): -0.294, atom 89 (C): -0.760, atom 90 (C): 0.351, atom 91 (F): -0.390, atom 92 (C): -0.202, atom 93 (F): -0.499, atom 94 (H): 0.508, atom 95 (H): 0.422, atom 96 (H): 0.192, atom 97 (H): 0.463, atom 98 (H): 0.357, atom 99 (H): 0.351


Entry 3:
This record from the Open Molecules 2025 dataset describes C55H41Cl3CsIN4O3P2STe as an isolated structure in a non-equilibrium geometry. The level of theory is ωB97M-V with the def2-TZVPD basis set.

Kohn-Sham gap, eV: 6.4

```
! wB97M-V def2-TZVPD RIJCOSX def2/J DEFGRID3
* xyz -2 1
Cs -1.265 -0.696 -1.392
Cl -2.069 4.358 3.051
C -0.478 3.787 3.485
Cl 0.542 5.024 4.279
H 0.078 3.430 2.610
H -0.616 2.936 4.209
Cl -9.399 -1.125 0.322
C -7.741 -1.658 -0.035
C -7.441 -2.976 -0.111
C -6.074 -3.297 -0.386
I -5.283 -5.248 -0.490
C -4.992 -2.357 -0.554
O -3.797 -2.564 -0.912
C -5.434 -0.951 -0.270
N -4.507 0.052 -0.357
C -4.865 1.317 -0.206
C -6.172 1.664 0.111
C -7.094 0.706 0.250
C -6.729 -0.632 0.028
H -8.167 -3.765 -0.084
H -4.139 2.121 -0.353
H -6.410 2.696 0.221
H -8.135 0.898 0.463
O 2.566 2.158 -4.378
S 1.989 0.802 -4.005
O 1.590 -1.067 -0.246
N 0.370 0.673 -3.964
C -0.317 1.086 -5.075
C 0.235 1.841 -6.133
C -0.597 2.169 -7.222
C -1.870 1.666 -7.422
C -2.486 0.941 -6.388
C -3.808 0.463 -6.416
C -4.358 -0.052 -5.331
C -3.632 -0.256 -4.175
N -2.382 0.099 -4.110
C -1.738 0.659 -5.183
C 2.275 -0.338 -5.385
C 3.288 -0.023 -6.274
C 3.662 -0.977 -7.247
C 2.912 -2.148 -7.435
C 1.888 -2.426 -6.487
C 1.590 -1.535 -5.453
H 1.210 2.264 -6.041
H -0.199 2.956 -7.932
H -2.441 1.984 -8.277
H -4.304 0.582 -7.333
H -5.369 -0.502 -5.309
H -4.110 -0.722 -3.327
H 3.716 0.929 -6.224
H 4.575 -0.857 -7.886
H 3.117 -2.807 -8.284
H 1.328 -3.357 -6.597
H 0.856 -1.741 -4.690
Te 2.231 -2.585 3.030
C 3.474 -2.086 4.727
C 3.769 -0.802 5.189
C 4.535 -0.691 6.313
N 5.048 -1.726 6.983
C 4.706 -2.951 6.559
C 3.962 -3.221 5.401
C 1.738 -0.670 2.320
P 0.458 0.330 2.948
C 0.499 0.229 4.807
C -0.118 -0.702 5.666
C 0.132 -0.672 7.034
C 0.905 0.356 7.583
C 1.403 1.354 6.757
C 1.217 1.288 5.357
C -1.230 -0.506 2.724
C -1.320 -1.805 2.160
C -2.562 -2.370 1.879
C -3.705 -1.684 2.245
C -3.627 -0.482 2.911
C -2.398 0.093 3.200
P 2.316 -0.172 0.739
C 4.111 -0.500 0.443
C 5.152 -0.287 1.318
C 6.460 -0.497 0.967
C 6.790 -1.017 -0.293
C 5.755 -1.243 -1.213
C 4.455 -0.912 -0.869
C 2.139 1.577 0.428
C 2.422 2.551 1.371
C 2.223 3.894 1.039
C 1.794 4.201 -0.249
C 1.481 3.228 -1.176
C 1.554 1.907 -0.782
H 3.327 0.055 4.699
H 4.819 0.313 6.601
H 5.061 -3.826 7.203
H 3.648 -4.220 5.147
H -0.611 -1.489 5.094
H -0.306 -1.387 7.706
H 0.911 0.454 8.666
H 1.870 2.210 7.280
H 1.687 2.000 4.710
H -0.430 -2.379 1.861
H -2.624 -3.329 1.444
H -4.626 -2.118 2.041
H -4.503 0.126 3.185
H -2.373 1.113 3.561
H 5.012 0.104 2.316
H 7.237 -0.307 1.700
H 7.839 -1.264 -0.568
H 6.002 -1.524 -2.266
H 3.659 -1.052 -1.602
H 2.794 2.260 2.382
H 2.389 4.727 1.684
H 1.620 5.261 -0.410
H 1.215 3.529 -2.180
H 1.249 1.133 -1.419
*
```

Mulliken atomic charge list, values in e, 99 entries: atom 1 (Cs): 0.760, atom 2 (Cl): -0.202, atom 3 (C): 1.082, atom 4 (Cl): -0.224, atom 5 (H): -0.487, atom 6 (H): -0.147, atom 7 (Cl): -0.332, atom 8 (C): 0.260, atom 9 (C): -0.546, atom 10 (C): -0.187, atom 11 (I): -0.090, atom 12 (C): 0.224, atom 13 (O): -0.557, atom 14 (C): -0.296, atom 15 (N): 0.344, atom 16 (C): -0.640, atom 17 (C): -0.709, atom 18 (C): -0.869, atom 19 (C): 0.769, atom 20 (H): 0.453, atom 21 (H): 0.400, atom 22 (H): 0.484, atom 23 (H): 0.408, atom 24 (O): -0.778, atom 25 (S): 0.406, atom 26 (O): -0.811, atom 27 (N): 0.056, atom 28 (C): -0.153, atom 29 (C): -0.580, atom 30 (C): -0.596, atom 31 (C): -1.107, atom 32 (C): 1.290, atom 33 (C): -0.773, atom 34 (C): -0.771, atom 35 (C): -0.101, atom 36 (N): -0.035, atom 37 (C): -0.058, atom 38 (C): 0.430, atom 39 (C): -0.622, atom 40 (C): -0.463, atom 41 (C): -0.414, atom 42 (C): -0.528, atom 43 (C): -0.615, atom 44 (H): 0.621, atom 45 (H): 0.244, atom 46 (H): 0.325, atom 47 (H): 0.485, atom 48 (H): 0.306, atom 49 (H): 0.440, atom 50 (H): 0.549, atom 51 (H): 0.270, atom 52 (H): 0.366, atom 53 (H): 0.351, atom 54 (H): 0.506, atom 55 (Te): 0.335, atom 56 (C): 0.163, atom 57 (C): 0.186, atom 58 (C): -0.626, atom 59 (N): -0.683, atom 60 (C): -0.286, atom 61 (C): -0.573, atom 62 (C): -0.629, atom 63 (P): 1.023, atom 64 (C): 0.601, atom 65 (C): -0.465, atom 66 (C): -0.609, atom 67 (C): -0.624, atom 68 (C): -0.742, atom 69 (C): -0.380, atom 70 (C): 0.107, atom 71 (C): 0.003, atom 72 (C): -0.864, atom 73 (C): -0.842, atom 74 (C): -0.426, atom 75 (C): -0.276, atom 76 (P): 0.959, atom 77 (C): -0.063, atom 78 (C): 0.009, atom 79 (C): -0.713, atom 80 (C): -0.270, atom 81 (C): -0.692, atom 82 (C): -0.364, atom 83 (C): 0.103, atom 84 (C): 0.455, atom 85 (C): -0.742, atom 86 (C): -0.662, atom 87 (C): -0.511, atom 88 (C): -0.513, atom 89 (H): 0.595, atom 90 (H): 0.364, atom 91 (H): 0.264, atom 92 (H): 0.348, atom 93 (H): 0.358, atom 94 (H): 0.407, atom 95 (H): 0.356, atom 96 (H): 0.331, atom 97 (H): 0.315, atom 98 (H): -0.044, atom 99 (H): 0.448